#w
{
  "formula": "C4H8O2S",
  "method": "ωB97M-V with the def2-TZVPD basis set",
  "smiles": "C1COCSCO1",
  "multiplicity": 1,
  "orbital_gap_ev": 9.9,
  "species": ["C", "C", "O", "C", "S", "C", "O", "H", "H", "H", "H", "H", "H", "H", "H"],
  "positions_angstrom": [[0.491, 1.362, -0.583], [1.335, 0.303, 0.087], [0.580, -0.118, 1.175], [0.167, -1.493, 1.154], [-1.337, -1.590, -0.145], [-1.581, 0.144, -0.738], [-0.480, 0.742, -1.519], [-0.271, 1.839, 0.283], [1.066, 2.123, -1.194], [1.289, -0.600, -0.494], [2.327, 0.501, 0.490], [-0.211, -1.686, 2.097], [1.029, -2.215, 0.616], [-2.458, -0.167, -1.237], [-1.944, 0.857, 0.008]],
  "lowdin_charge": [-0.147, -0.228, -0.249, -0.346, 0.819, -0.478, -0.202, 0.173, 0.134, 0.094, 0.134, 0.041, 0.147, 0.024, 0.084]
}

***

#x
{
  "formula": "C4H8O2S",
  "method": "ωB97M-V with the def2-TZVPD basis set",
  "smiles": "COCSC(C)=O",
  "multiplicity": 1,
  "orbital_gap_ev": 9.9,
  "species": ["C", "O", "C", "S", "C", "C", "O", "H", "H", "H", "H", "H", "H", "H", "H"],
  "positions_angstrom": [[1.978, 0.914, -0.714], [0.773, 1.420, -0.023], [0.526, 0.495, 0.925], [-1.135, 0.869, 1.436], [-2.012, -0.558, 0.695], [-1.474, -1.169, -0.597], [-3.138, -0.791, 1.242], [2.005, -0.280, -1.083], [2.103, 1.308, -1.819], [2.820, 1.157, -0.044], [0.463, -0.650, 0.807], [1.105, 0.729, 1.949], [-1.294, -0.375, -1.426], [-2.433, -1.473, -0.934], [-0.288, -1.598, -0.414]],
  "lowdin_charge": [-0.099, -0.251, -0.671, 0.983, -0.673, -0.073, -0.060, 0.135, 0.109, 0.080, 0.077, 0.125, 0.110, 0.058, 0.148]
}

***

Which structure is the most stable? The one labeled #w.

***

#w
{
  "formula": "C4H8O2S",
  "method": "ωB97M-V with the def2-TZVPD basis set",
  "smiles": "OC[C@H](O)[C@@H]1CS1",
  "multiplicity": 1,
  "orbital_gap_ev": 9.6,
  "species": ["O", "C", "C", "O", "C", "C", "S", "H", "H", "H", "H", "H", "H", "H", "H"],
  "positions_angstrom": [[-0.616, 1.972, -0.262], [-1.202, 0.666, -0.268], [-0.333, -0.577, -0.503], [-1.345, -1.609, -0.274], [1.004, -0.713, 0.208], [1.579, 0.365, 0.965], [2.224, -0.113, -0.816], [-0.304, 1.902, -1.176], [-1.622, 0.469, 0.795], [-2.074, 0.414, -1.052], [-0.063, -0.690, -1.659], [-1.379, -1.888, 0.673], [0.839, -1.728, 0.837], [2.265, 0.146, 1.856], [1.025, 1.383, 0.677]],
  "lowdin_charge": [-0.081, -0.237, -0.438, -0.089, -0.794, -0.257, 0.850, 0.092, 0.151, 0.165, 0.150, 0.105, 0.175, 0.106, 0.101]
}

***

#x
{
  "formula": "C4H8O2S",
  "method": "ωB97M-V with the def2-TZVPD basis set",
  "smiles": "CO[C@H](O)C(C)=S",
  "multiplicity": 1,
  "orbital_gap_ev": 8.6,
  "species": ["C", "O", "C", "O", "C", "C", "S", "H", "H", "H", "H", "H", "H", "H", "H"],
  "positions_angstrom": [[-1.833, 0.792, -1.270], [-1.827, 0.668, 0.143], [-0.452, 0.431, 0.647], [0.214, 1.665, 0.728], [1.053, -0.519, 0.038], [1.525, -1.690, 0.719], [1.895, 0.230, -1.145], [-1.187, -0.089, -1.598], [-1.408, 1.838, -1.480], [-2.905, 0.681, -1.481], [-0.638, -0.123, 1.664], [0.698, 1.823, -0.087], [0.793, -2.451, 0.795], [2.509, -1.911, 0.443], [1.564, -1.347, 1.882]],
  "lowdin_charge": [-0.108, -0.182, -0.294, -0.077, -0.664, -0.158, 0.758, 0.093, 0.111, 0.088, 0.159, -0.006, 0.075, 0.047, 0.158]
}

***

Which structure is the most stable? The one labeled #w.